{"formula": "C3H9NO", "method": "the ωB97M-V functional and the def2-TZVPD basis", "elements": ["C", "N", "H", "H", "H", "H", "C", "O", "C", "H", "H", "H", "H", "H"], "xyz": [[-2.4190, 1.9659, -0.6844], [-2.2042, 3.2042, -0.5536], [-3.4535, 1.6294, -0.7643], [-1.6172, 1.1926, -0.6380], [-1.2019, 3.3336, -0.7717], [2.6351, -0.2723, -0.1466], [1.6236, -1.8153, 0.5374], [2.7951, -1.0489, 0.4178], [0.3481, -0.9808, 0.3462], [1.7308, -2.5608, -0.2703], [1.6483, -2.2679, 1.5367], [0.2072, -0.7372, -0.6975], [-0.4831, -1.5762, 0.7509], [0.3906, -0.0663, 0.9373]], "forces_ev_per_angstrom": [[-0.847, 0.641, 0.575], [1.290, -1.809, -1.051], [0.004, -0.299, 0.140], [-0.286, 0.363, -0.267], [-0.178, 1.114, 0.618], [0.128, -0.028, -0.152], [-0.095, 1.239, 0.533], [-0.173, -0.020, 0.255], [0.051, -0.524, 0.274], [-0.261, -0.457, 0.065], [0.306, -0.370, -0.399], [-0.253, -0.011, -0.249], [0.113, 0.144, -0.431], [0.203, 0.016, 0.088]], "lowdin_charge": [-0.037, 0.140, 0.096, 0.085, 0.092, 0.146, -0.207, 0.144, -0.055, 0.176, 0.150, 0.076, 0.104, 0.089], "mol_weight_da": 75.1, "e_above_lowest_kcal_mol": 87.97, "e_homo_ev": [-15.634, -13.012], "charge": 1, "multiplicity": 2, "total_energy_ev": -6782.4944}


{"formula": "C3H9NO2", "method": "the ωB97M-V functional and the def2-TZVPD basis", "elements": ["C", "N", "C", "C", "O", "H", "H", "H", "H", "H", "H", "H", "O", "H", "H"], "xyz": [[0.0000, 0.0000, 0.0000], [1.1308, -0.4443, -0.8362], [2.1570, -1.0467, -0.3405], [3.1929, -1.7153, -1.1555], [2.2737, -1.0982, 0.8871], [-0.9555, -0.0052, -0.5509], [0.2288, 1.0371, 0.2977], [-0.1161, -0.6102, 0.9115], [0.9628, -0.3924, -1.8440], [4.0452, -1.7796, -0.4582], [3.5320, -1.2199, -2.0808], [2.8640, -2.7383, -1.4043], [1.2595, -4.5032, -3.3015], [1.4750, -4.8629, -4.1917], [2.1334, -4.3742, -2.8679]], "forces_ev_per_angstrom": [[0.324, 0.619, 0.227], [-3.745, 1.236, -2.639], [1.634, -0.846, 2.898], [1.228, -0.482, -0.617], [0.200, -0.194, 0.038], [0.617, -0.093, -0.043], [-0.389, -0.363, 0.166], [0.328, 0.182, -0.564], [0.367, -0.223, 0.683], [-0.251, -0.176, -0.548], [-0.413, -0.049, 0.315], [0.097, 0.390, 0.100], [1.113, -0.178, -0.466], [-0.191, 0.378, 0.969], [-0.919, -0.202, -0.518]], "lowdin_charge": [-0.055, 0.012, -0.623, -0.002, 0.014, 0.083, 0.087, 0.089, 0.152, 0.093, 0.087, 0.073, -0.089, 0.049, 0.030], "mol_weight_da": 91.1, "e_above_lowest_kcal_mol": 21.25, "e_homo_ev": -9.431, "total_energy_ev": -8842.0339, "smiles": "CNC(C)=O.O"}


{"formula": "C3H9NO2", "method": "the ωB97M-V functional and the def2-TZVPD basis", "elements": ["C", "C", "N", "O", "H", "H", "H", "H", "H", "C", "O", "H", "H", "H", "H"], "xyz": [[1.7620, 1.0708, 0.4979], [0.5946, 1.1099, 1.4865], [-0.6213, 1.0916, 0.9141], [0.8144, 1.1020, 2.6825], [2.6694, 0.9547, 1.0852], [1.8861, 1.9092, -0.1957], [1.7688, 0.2237, -0.1963], [-1.4035, 0.9314, 1.5378], [-0.7228, 0.8862, -0.0482], [-1.3879, -1.5062, -1.0700], [-0.0759, -1.4618, -1.6113], [-1.9937, -2.3783, -1.2954], [-1.9604, -0.6194, -1.3547], [-1.2443, -1.3972, 0.0126], [-0.0856, -1.9167, -2.4448]], "forces_ev_per_angstrom": [[0.683, -0.267, -0.348], [1.761, -0.339, -0.526], [-0.962, 0.169, 1.117], [-0.598, 0.157, -0.144], [0.012, 0.257, 0.048], [-0.344, 0.317, 0.511], [-0.567, -0.240, 0.308], [0.092, 0.119, -0.281], [-0.022, -0.102, -0.668], [0.166, 0.980, 0.964], [-0.268, -0.117, 0.224], [0.273, -0.316, -0.101], [-0.111, 0.015, -0.335], [-0.239, -0.437, -0.176], [0.125, -0.197, -0.595]], "lowdin_charge": [-0.014, -0.595, 0.158, 0.038, 0.076, 0.079, 0.066, 0.118, 0.067, -0.171, -0.111, 0.080, 0.070, 0.072, 0.066], "mol_weight_da": 91.1, "e_above_lowest_kcal_mol": 23.80, "e_homo_ev": -9.684, "total_energy_ev": -8841.9230, "smiles": "CC(N)=O.CO"}


{"formula": "C3H9NO2", "method": "the ωB97M-V functional and the def2-TZVPD basis", "elements": ["C", "C", "N", "O", "H", "H", "H", "H", "H", "C", "O", "H", "H", "H", "H"], "xyz": [[0.0591, 1.3720, -0.2723], [1.1734, 0.8163, 0.5719], [1.5916, 1.7609, 1.5038], [1.6574, -0.2799, 0.4678], [-0.8853, 0.8191, -0.2054], [0.2240, 1.1713, -1.3395], [-0.0701, 2.4336, -0.2887], [2.2044, 1.4080, 2.3514], [1.3247, 2.7562, 1.5183], [-1.5269, -2.2307, -0.8405], [-0.2715, -1.6659, -0.9603], [-2.1191, -1.7432, -0.0249], [-2.0082, -2.1229, -1.7705], [-1.4116, -3.2406, -0.5739], [0.0580, -1.2540, -0.1372]], "forces_ev_per_angstrom": [[-0.402, -1.006, -2.204], [-0.264, 2.512, 0.633], [1.775, -1.043, 2.509], [-0.034, -0.604, 0.378], [0.095, 0.310, 0.810], [0.645, -0.262, 0.156], [-0.214, 0.624, 0.804], [-1.610, 1.065, -2.715], [-0.012, -1.302, -0.163], [-0.275, 1.171, 1.868], [1.333, 1.088, 0.081], [0.099, -0.263, -0.679], [-0.888, -0.012, -1.078], [-0.250, -1.670, 0.239], [0.003, -0.609, -0.637]], "lowdin_charge": [-0.021, -0.587, 0.106, 0.057, 0.085, 0.095, 0.064, 0.160, 0.100, -0.180, -0.132, 0.093, 0.063, 0.056, 0.042], "mol_weight_da": 91.1, "e_above_lowest_kcal_mol": 32.95, "e_homo_ev": -9.742, "total_energy_ev": -8841.5263, "smiles": "CC(N)=O.CO"}